92
Properties=species:S:1:pos:R:3 method="wB97M-V/def2-TZVPD" total_charge=+2 spin_multiplicity=4 de_lowest_kcal_mol=3.80 total_energy_ev=-166669.9431 s2=3.78 homo_lumo_gap_ev="7.320 / 3.742"
N -6.290 4.664 -5.856
C -6.219 4.937 -4.553
C -5.470 4.161 -3.651
C -4.712 3.041 -4.097
C -4.798 2.784 -5.489
C -5.612 3.604 -6.308
C -3.875 2.316 -3.114
Co -1.034 0.428 -1.183
P 4.556 -0.652 -0.872
C -2.815 1.494 -3.379
C -1.524 1.712 -2.731
C -0.326 1.362 -3.417
C 0.863 2.088 -3.278
C 0.976 2.989 -2.212
C -0.025 2.969 -1.208
C -1.328 2.445 -1.504
Br 2.514 3.930 -1.923
H -4.105 2.625 -2.092
H -2.823 0.820 -4.239
H -5.479 4.456 -2.600
H -4.262 1.964 -5.959
H -6.784 5.810 -4.215
H -5.708 3.406 -7.382
H -0.496 0.743 -4.292
H -2.219 2.901 -1.077
H 1.655 1.987 -4.017
H 0.158 3.458 -0.252
P -1.248 -1.820 -1.068
C 5.008 1.124 -0.635
C 6.440 1.299 -1.143
H 4.968 1.308 0.453
H 4.289 1.791 -1.135
H 6.743 2.346 -1.074
H 7.130 0.724 -0.521
H 6.561 0.965 -2.181
C 3.742 -0.745 -2.512
C 4.451 -1.783 -3.397
H 3.778 0.261 -2.960
H 2.691 -1.020 -2.341
H 3.982 -1.825 -4.385
H 5.509 -1.536 -3.545
H 4.413 -2.786 -2.953
C 3.326 -0.853 0.445
C 3.946 -1.507 1.687
H 2.498 -1.447 0.033
H 2.979 0.161 0.667
H 3.199 -2.115 2.210
H 4.778 -2.173 1.416
H 4.342 -0.758 2.385
C -1.195 -3.106 0.259
C -1.547 -4.523 -0.214
H -1.864 -2.808 1.080
H -0.164 -3.089 0.646
H -2.630 -4.650 -0.329
H -1.076 -4.783 -1.171
H -1.202 -5.240 0.543
C 0.088 -2.403 -2.166
C -0.151 -2.095 -3.634
H 0.234 -3.477 -1.989
H 0.990 -1.870 -1.822
H -1.154 -2.396 -3.960
H -0.041 -1.026 -3.837
H 0.591 -2.618 -4.250
C -2.907 -2.088 -1.839
C -4.021 -1.908 -0.810
H -2.967 -3.077 -2.324
H -2.992 -1.318 -2.621
H -4.894 -1.455 -1.295
H -4.348 -2.860 -0.368
H -3.730 -1.239 0.014
C -1.991 1.478 2.074
N -0.889 0.656 1.491
C -0.914 -0.623 2.245
N -0.698 -0.447 3.693
C -1.755 0.433 4.232
N -1.794 1.733 3.532
C -0.483 2.362 3.748
N 0.625 1.528 3.215
C 0.403 1.304 1.778
C 0.600 0.223 3.904
H -2.937 0.930 1.964
H -2.038 2.447 1.559
H -0.131 -1.272 1.843
H -1.901 -1.085 2.106
H -1.558 0.600 5.301
H -2.722 -0.072 4.115
H -0.464 3.328 3.224
H -0.321 2.520 4.822
H 1.204 0.653 1.403
H 0.442 2.281 1.275
H 0.741 0.388 4.985
H 1.407 -0.413 3.511

***

98
Properties=species:S:1:pos:R:3 method="wB97M-V/def2-TZVPD" total_charge=+2 spin_multiplicity=2 de_lowest_kcal_mol=5.16 total_energy_ev=-110417.9184 s2=0.76 homo_lumo_gap_ev="8.346 / 8.665"
Co 0.058 -0.033 0.027
C 0.952 3.262 1.716
C 0.449 2.510 2.945
C 1.572 2.308 3.953
C -0.266 1.226 2.543
C 0.063 -0.034 3.061
C -0.679 -1.153 2.746
C -1.803 -1.072 1.920
C -2.647 -2.290 1.652
C -2.169 0.187 1.438
C -1.409 1.313 1.739
H 1.464 4.182 2.006
H 0.123 3.538 1.056
H 1.663 2.643 1.155
H -0.314 3.133 3.421
H 2.407 1.742 3.524
H 1.237 1.790 4.854
H 1.967 3.276 4.264
H 0.907 -0.136 3.734
H -0.391 -2.116 3.153
H -3.315 -2.466 2.497
H -2.031 -3.183 1.534
H -3.260 -2.166 0.760
H -3.101 0.309 0.899
H -1.761 2.287 1.418
N -2.576 -1.151 -1.596
C -1.478 -1.901 -1.743
N -1.574 -2.972 -2.517
C -0.496 -3.754 -2.565
N -0.549 -4.829 -3.347
N 0.658 -3.557 -1.873
C 0.649 -2.482 -1.142
N -0.348 -1.583 -1.037
C 1.801 -2.181 -0.266
C 2.958 -2.926 -0.258
C 3.985 -2.527 0.586
C 3.811 -1.402 1.374
C 2.612 -0.717 1.310
N 1.619 -1.112 0.516
H -3.370 -1.407 -2.159
H -2.491 -0.206 -1.253
H -1.393 -5.041 -3.850
H 0.232 -5.462 -3.378
H 3.036 -3.790 -0.903
H 4.910 -3.088 0.625
H 4.590 -1.050 2.036
H 2.436 0.170 1.904
C -1.947 0.592 -4.721
C -2.491 1.788 -3.983
C -3.181 2.787 -4.877
O -1.327 2.483 -3.373
P -1.004 2.539 -1.850
O -1.117 1.245 -1.106
C 0.648 3.250 -1.914
P 1.966 2.035 -1.975
O 1.574 0.817 -1.221
O 3.264 2.649 -1.378
C 3.993 3.911 -1.677
C 3.618 4.929 -0.629
C 3.789 4.395 -3.096
O 2.144 1.780 -3.502
C 2.855 0.549 -3.951
C 3.716 0.940 -5.119
C 1.805 -0.487 -4.272
O -1.944 3.562 -1.137
C -2.223 4.936 -1.634
C -3.718 5.108 -1.588
C -1.480 5.907 -0.751
H -2.768 -0.002 -5.127
H -1.347 -0.044 -4.068
H -1.322 0.924 -5.554
H -3.159 1.481 -3.176
H -2.490 3.136 -5.648
H -3.545 3.648 -4.318
H -4.033 2.314 -5.368
H 0.800 3.862 -1.024
H 0.684 3.879 -2.806
H 5.029 3.618 -1.544
H 2.596 5.295 -0.769
H 4.288 5.787 -0.707
H 3.714 4.512 0.373
H 2.753 4.687 -3.285
H 4.079 3.650 -3.834
H 4.407 5.281 -3.246
H 3.474 0.206 -3.121
H 3.109 1.410 -5.896
H 4.184 0.048 -5.541
H 4.508 1.628 -4.826
H 1.163 -0.135 -5.083
H 1.186 -0.697 -3.397
H 2.288 -1.414 -4.590
H -1.867 5.000 -2.665
H -4.073 5.040 -0.557
H -4.229 4.349 -2.180
H -3.989 6.089 -1.981
H -1.803 5.796 0.286
H -1.695 6.928 -1.069
H -0.398 5.767 -0.799